Entry from OMol25: C34H31N5O7Y as an isolated structure at a distorted geometry (the ωB97M-V functional and the def2-TZVPD basis).

Summary:
LUMO energy, Ha: -0.10822
Highest occupied orbital energy, eV: -10.33

Structure (ORCA input):
```
! wB97M-V def2-TZVPD RIJCOSX def2/J DEFGRID3
* xyz 1 1
Y -0.227 -0.177 0.171
C -0.575 -3.357 -1.125
N -1.571 -2.323 -0.758
C -2.676 -2.858 0.102
C -2.508 -2.597 1.548
C -3.240 -3.423 2.443
C -3.275 -3.111 3.798
C -2.626 -1.963 4.241
C -1.859 -1.251 3.336
N -1.799 -1.580 2.013
C -2.124 -1.776 -2.012
C -2.647 -0.398 -1.833
C -2.973 0.291 -3.005
C -3.616 1.520 -2.907
C -3.970 1.992 -1.619
C -3.587 1.243 -0.508
N -2.886 0.098 -0.622
C 0.200 -3.654 0.115
C 0.251 -4.880 0.780
C 1.213 -5.107 1.752
C 2.057 -4.039 2.125
C 1.861 -2.819 1.492
N 0.901 -2.615 0.570
H 0.062 -2.889 -1.896
H -1.029 -4.277 -1.515
H -2.780 -3.953 -0.065
H -3.598 -2.405 -0.278
H -3.764 -4.299 2.029
H -3.813 -3.778 4.501
H -2.623 -1.617 5.276
H -1.249 -0.417 3.601
H -2.892 -2.442 -2.405
H -1.345 -1.731 -2.769
H -2.745 -0.188 -3.971
H -3.814 2.097 -3.812
H -4.599 2.856 -1.495
H -3.760 1.608 0.515
H -0.489 -5.672 0.518
H 1.232 -6.087 2.278
H 2.905 -4.169 2.807
H 2.460 -1.935 1.699
O -0.382 1.021 2.126
C -0.417 2.298 2.395
C -0.565 3.344 1.489
C -0.759 4.669 1.949
C -1.052 5.651 1.078
C -0.940 5.544 -0.318
C -0.610 4.313 -0.814
C -0.503 3.172 0.043
O -0.418 2.012 -0.474
N -1.593 6.905 1.564
O -1.894 7.764 0.736
O -1.687 7.005 2.790
H -0.350 2.603 3.454
H -0.788 4.912 3.016
H -1.146 6.401 -0.995
H -0.533 4.176 -1.888
C 6.962 0.197 0.888
O 6.582 0.762 -0.387
C 5.311 0.634 -0.842
C 5.085 1.000 -2.184
C 3.840 0.834 -2.745
C 2.713 0.398 -1.980
C 1.390 0.243 -2.609
C 1.135 0.709 -4.009
O 0.405 -0.327 -2.008
C 2.947 0.231 -0.540
O 1.959 0.054 0.294
C 4.254 0.280 -0.041
H 8.037 0.432 0.941
H 6.837 -0.909 0.922
H 6.433 0.670 1.717
H 5.941 1.349 -2.741
H 3.716 1.123 -3.802
H 1.408 1.771 -4.171
H 0.090 0.628 -4.248
H 1.708 0.101 -4.753
H 4.397 0.116 1.032
*
```